Entry from the Open Molecules 2025 dataset: a cluster of 5 separate species, C39H66BrClNO12 in total at a distorted geometry (ωB97M-V/def2-TZVPD).

Properties
Multiplicity: 1
HOMO, eV: -10.4
Orbital gap, eV: 5.3332
M, g/mol: 856.31
LUMO level, eV: -5.0426
Charge: +1

Positions of all 120 atoms, in Å:
1 C -1.49413 -1.55680 1.36367
2 H -2.41766 0.78730 2.64560
3 C 3.25627 1.95455 2.65156
4 H 3.03445 -4.11803 -0.74729
5 H 1.84878 4.39848 -5.75498
6 H 1.80967 -6.49309 0.05415
7 H 2.53613 5.08667 3.68365
8 C 3.15177 -4.16651 -1.92847
9 C -4.51120 -1.44488 -2.93069
10 C -5.92000 4.78552 5.49780
11 H -3.44359 3.40489 1.74086
12 C 1.95118 4.76558 -4.72953
13 H 1.50233 -6.10200 1.96598
14 H -4.39564 -1.21458 0.35555
15 H 3.42216 2.23013 0.14902
16 C -4.36248 2.80359 1.28818
17 O -4.23474 0.78223 -0.38037
18 H 4.51658 6.63342 3.63502
19 C -2.37119 0.96035 1.46517
20 H -2.10276 2.29551 -0.96885
21 H 6.25700 2.53026 -1.08348
22 H 5.21657 -7.03933 -2.93215
23 H -7.81851 -1.52149 -0.88397
24 O 2.03329 -3.43431 -2.55699
25 H -1.80162 2.00255 1.34358
26 C 2.44345 2.77911 0.49848
27 H 3.44292 -7.25678 2.72326
28 H 5.04025 4.71595 -0.95599
29 O -4.08477 -0.80856 3.87374
30 O 0.78836 -8.00563 1.19883
31 H -5.33323 5.39698 6.18906
32 O 4.43152 2.33342 -1.98440
33 H -6.98302 4.92149 5.72207
34 H 2.44714 -6.34892 -2.12699
35 H 2.37884 3.78469 -0.09871
36 C 1.11745 1.83352 0.12357
37 H 3.94094 -5.65280 0.51297
38 H -6.08607 -0.21888 0.34388
39 C 5.72146 2.92601 -1.95145
40 H -1.69179 -3.08161 3.14457
41 C -0.71074 -2.76627 0.51421
42 O 2.56781 3.06009 1.93760
43 O 3.42570 8.24728 2.98961
44 H 3.80994 -8.25275 -1.03780
45 H 6.58254 4.90442 -1.82454
46 H 2.21520 6.54354 4.65345
47 C 2.82901 5.99942 -4.69347
48 C 5.59647 4.43247 -1.85548
49 O -0.52837 -4.13816 1.05337
50 H -5.68942 3.73011 5.67603
51 H -4.82036 3.29932 0.32896
52 C -3.91730 1.21950 0.98693
53 H 2.39745 6.80285 -5.29702
54 N -1.65504 -0.16024 0.72754
55 H 1.57574 0.76654 -0.13810
56 C 3.62150 6.84186 3.04103
57 Br 0.45629 -0.55098 -3.44932
58 H 5.35874 -6.58302 1.34626
59 C -0.56867 -7.49736 0.88394
60 H 4.40263 1.96365 2.95114
61 H -7.32879 4.50526 3.38376
62 C 1.78945 -6.92564 1.15612
63 H -3.38810 -1.11631 -2.91590
64 H 5.64658 -8.06247 -0.65451
65 H 3.96724 2.68500 -2.76341
66 C 4.63330 -7.44791 -0.75640
67 H 1.50981 6.39510 3.04867
68 H 0.35808 -4.11654 1.52229
69 C -7.64573 -2.49023 -3.10241
70 C 3.36454 -5.69514 -2.48180
71 H 2.61076 4.06705 -3.03494
72 H -8.76627 -2.89669 -3.15854
73 Cl -4.92654 -3.01714 2.48438
74 H -7.06654 -3.39429 -5.34405
75 H -4.39466 -2.48878 -5.18620
76 H 4.13496 -3.55454 -2.19176
77 C -5.62341 5.15987 4.06038
78 H 5.04182 4.83047 -2.71149
79 H 2.95206 6.35739 -3.66608
80 H -1.34493 1.59374 -2.54473
81 H -4.56480 5.00175 3.83426
82 H 5.55515 -5.56728 -1.78524
83 H 3.33980 -8.70046 1.43112
84 C 0.75136 -3.70329 -1.84759
85 O 2.53192 3.73406 -3.94538
86 O -6.39020 4.35118 3.18047
87 H -1.42302 -1.27985 3.64505
88 O 2.49359 0.91284 3.01812
89 H -5.18019 2.80255 2.15810
90 C -6.65681 -2.80022 -4.39586
91 C 0.22546 2.47021 -1.10785
92 C -3.62364 -1.83812 3.11119
93 H -4.60259 0.57949 1.72595
94 H 0.95218 4.98313 -4.33952
95 H 3.83023 5.77061 -5.07300
96 C -5.09982 -2.24531 -4.26876
97 C -5.06434 -0.42379 -0.23857
98 H -0.56379 -6.81069 -0.09138
99 C 4.76537 -6.41339 -2.02187
100 C -5.48506 -1.15162 -1.64586
101 H -0.90904 -6.83554 1.79503
102 C -0.29955 -0.97799 -1.60532
103 H -0.06695 3.57400 -0.78898
104 C -0.07264 -2.51916 -1.01195
105 H 6.26529 2.63408 -2.85503
106 C -2.00975 -1.96570 2.86380
107 H -1.27267 -8.44883 0.74135
108 H 3.33883 -5.66875 -3.67498
109 C -1.20436 1.66465 -1.37351
110 C 4.38526 -6.73127 0.70109
111 O 0.26000 -4.95100 -1.84664
112 H 0.89898 2.55287 -2.06280
113 H 3.79269 6.48339 2.02173
114 H -5.86356 6.21051 3.87089
115 C -1.09340 0.15242 -0.67530
116 H 0.46925 1.75903 1.10690
117 C 2.40304 6.17133 3.64104
118 C -7.06031 -1.69592 -1.78651
119 C 3.25630 -7.53527 1.60165
120 H 3.28294 8.55688 3.90053

Mulliken atomic charge list, values in e, 4 entries: 0.30 0.51 0.15 0.09